A cluster of 2 separate species, C3H2ClN in total in a non-equilibrium geometry, computed with ωB97M-V/def2-TZVPD.

Structure (XYZ):
```
7
C3H2ClN ωB97M-V/def2-TZVPD
C -0.74 1.83 0.38
C 0.13 1.07 0.08
C 1.18 0.29 -0.30
N 1.83 -0.61 -0.60
H -1.54 2.56 0.71
Cl -0.43 -2.68 0.47
H -0.43 -2.47 -0.73
```

Properties
* energy relative to the best compared isomer or geometry (same formula, charge and spin): 40.2 kcal/mol
* largest force on an atom: 3.0 eV/Å
* HOMO: -11.09 eV
* energy: -17153.098 eV
* gap between HOMO and LUMO: 0.425 Ha
* SMILES: C#CC#N.Cl

A structure of composition C10H16N2PSeYb in a non-equilibrium geometry, computed with ωB97M-V/def2-TZVPD.

Structure (XYZ):
```
31
C10H16N2PSeYb ωB97M-V/def2-TZVPD
C -0.66 0.09 -3.60
C -1.46 1.27 -3.54
C -0.61 2.38 -3.29
C 0.74 1.90 -3.23
C 0.71 0.48 -3.41
Yb 0.60 -0.78 0.26
P -0.23 -3.27 -0.84
H -1.00 -0.92 -3.80
H -2.54 1.31 -3.64
H -0.91 3.41 -3.11
H 1.58 -0.17 -3.48
H 1.62 2.50 -3.06
H 0.83 -4.00 -1.49
H -1.29 -3.75 -1.67
H -0.45 -4.17 0.25
C -1.93 1.50 2.77
N -0.75 0.65 2.73
C -0.60 -0.55 3.42
C 0.58 -1.09 3.03
N 1.23 -0.12 2.26
C 2.44 -0.39 1.47
C 0.33 0.90 1.94
Se 0.43 2.01 0.45
H -2.84 0.91 2.64
H -1.85 2.24 1.96
H -1.99 2.01 3.74
H -1.38 -0.90 4.09
H 1.06 -2.03 3.31
H 3.32 -0.38 2.12
H 2.45 -1.43 1.00
H 2.56 0.41 0.70
```

Properties
* spin multiplicity: 2
* largest force on an atom: 5.0 eV/Å
* HOMO (alpha / beta): -5.28 / -5.49 eV
* energy: -119767.538 eV
* gap between HOMO and LUMO (alpha / beta): 0.183 / 0.173 Ha

A cluster of 2 separate species, C21H25N2O2 in total in a non-equilibrium geometry, computed with ωB97M-V/def2-TZVPD.

Structure (XYZ):
```
50
C21H25N2O2 ωB97M-V/def2-TZVPD
C -0.40 -3.68 3.20
O 0.11 -2.33 3.18
C -0.82 -1.34 3.03
C -0.35 -0.02 3.10
N 1.05 0.25 3.15
C 2.00 -0.41 2.38
N 3.18 0.18 2.77
C 4.47 -0.19 2.29
C 2.98 1.18 3.72
C 1.66 1.22 3.95
C -1.26 1.04 3.04
O -0.75 2.29 3.04
C -1.67 3.38 2.82
C -2.64 0.79 2.89
C -3.08 -0.53 2.82
C -2.20 -1.60 2.90
H 0.48 -4.31 3.32
H -1.10 -3.84 4.04
H -0.92 -3.93 2.26
H 4.35 -0.96 1.51
H 5.00 0.68 1.87
H 5.10 -0.59 3.10
H 3.78 1.77 4.11
H 1.08 1.84 4.61
H -1.05 4.27 2.83
H -2.17 3.27 1.85
H -2.43 3.43 3.61
H -3.34 1.62 2.81
H -4.15 -0.72 2.71
H -2.57 -2.62 2.88
C 0.02 -1.47 -1.39
C 1.08 -0.43 -1.45
C 2.44 -0.86 -1.07
C 0.81 0.85 -1.99
C 1.71 1.95 -1.82
C 1.46 3.19 -2.40
C 0.31 3.39 -3.18
C -0.60 2.33 -3.36
C -0.37 1.09 -2.78
H -0.98 -1.03 -1.27
H -0.01 -2.08 -2.30
H 0.19 -2.16 -0.55
H 3.11 -0.02 -0.81
H 2.41 -1.54 -0.21
H 2.94 -1.39 -1.90
H 2.61 1.81 -1.20
H 2.17 4.00 -2.24
H 0.12 4.36 -3.64
H -1.50 2.47 -3.96
H -1.08 0.27 -2.94
```

Properties
* energy relative to the best compared isomer or geometry (same formula, charge and spin): 67.9 kcal/mol
* largest force on an atom: 1.5 eV/Å
* HOMO: -10.47 eV
* energy: -29248.480 eV
* net charge: +1
* gap between HOMO and LUMO: 0.182 Ha